[1]
ORCA calculation (the ωB97M-V functional and the def2-TZVPD basis) on the molecule C4H8N2O2 in a non-equilibrium geometry.

CARTESIAN COORDINATES (ANGSTROEM)
O  2.04  -1.79  1.96
N  2.48  -0.64  1.58
O  0.27  0.29  2.14
N  1.56  0.39  1.48
C  -0.70  -0.13  1.14
C  1.80  1.32  0.39
C  -0.80  1.00  0.06
C  0.55  1.09  -0.60
H  -1.74  -0.37  1.58
H  -0.38  -1.01  0.69
H  2.66  1.00  -0.14
H  1.99  2.40  0.71
H  -1.09  1.86  0.64
H  -1.43  0.71  -0.82
H  0.80  0.32  -1.27
H  0.46  2.03  -1.06

- DFT total energy: -417.01904 Ha
- ΔE to the lowest compared entry with this formula, charge and spin: 622.0 kJ/mol
- HOMO energy: -0.35255 Ha
- SMILES: O=NN1CCCCO1

Here are the Löwdin charges for atoms 1 to 6, given in e: -0.078 0.008 -0.052 -0.150 -0.179 -0.111



[2]
ORCA calculation (the ωB97M-V functional and the def2-TZVPD basis) on the ion C2H9N2 with charge +1 in a non-equilibrium geometry.

CARTESIAN COORDINATES (ANGSTROEM)
C  -0.24  -0.71  0.39
N  -1.62  -1.12  0.19
C  -0.12  0.71  -0.10
N  1.38  1.02  -0.27
H  -0.12  -0.76  1.48
H  0.47  -1.48  0.04
H  -2.02  -0.96  -0.72
H  -1.91  -2.00  0.56
H  -0.54  0.82  -1.10
H  -0.49  1.37  0.68
H  1.60  1.99  -0.48
H  1.67  0.52  -1.11
H  1.92  0.60  0.46

- DFT total energy: -190.84011 Ha
- ΔE to the lowest compared entry with this formula, charge and spin: 89.7 kJ/mol
- HOMO energy: -0.48787 Ha
- Net charge: +1
- SMILES: NCC[NH3+]

Here are the Löwdin charges for atoms 1 to 6, given in e: -0.287 0.007 -0.105 0.197 0.125 0.121



[3]
ORCA calculation (the ωB97M-V functional and the def2-TZVPD basis) on a cluster of 2 separate species, C9H20NO3P in total in a non-equilibrium geometry.

CARTESIAN COORDINATES (ANGSTROEM)
C  1.61  0.62  -2.07
C  2.93  1.41  -1.90
C  0.83  0.90  -3.33
C  2.42  0.57  2.59
C  -3.03  -0.64  2.03
C  -3.07  0.39  -0.29
C  -2.30  -1.96  0.11
C  2.46  -0.84  2.05
C  -2.34  -0.59  0.66
N  1.28  -0.22  -1.15
O  -0.10  1.23  0.96
O  2.81  -1.18  0.90
O  0.05  -0.68  -0.90
P  -0.35  -0.23  0.84
H  3.10  1.90  -2.81
H  3.73  0.76  -1.69
H  2.76  2.06  -1.05
H  -0.05  1.58  -3.05
H  1.50  1.42  -3.96
H  0.26  0.02  -3.78
H  2.88  0.73  3.63
H  2.95  1.13  1.74
H  1.32  0.74  2.58
H  -4.00  -1.03  1.88
H  -2.23  -1.21  2.57
H  -3.22  0.37  2.49
H  -2.59  0.34  -1.29
H  -2.86  1.40  -0.10
H  -4.15  0.09  -0.18
H  -2.43  -2.05  -0.96
H  -1.31  -2.47  0.41
H  -3.06  -2.71  0.58
H  2.17  -1.54  2.78
H  2.02  -0.32  -0.30

- DFT total energy: -976.61481 Ha
- ΔE to the lowest compared entry with this formula, charge and spin: 481.5 kJ/mol
- HOMO energy: -0.25467 Ha

Here are the Löwdin charges for atoms 1 to 6, given in e: -0.243 0.027 -0.001 -0.068 -0.110 -0.092



[4]
ORCA calculation (the ωB97M-V functional and the def2-TZVPD basis) on the ion C5H2F2NO2 with charge -1 in a non-equilibrium geometry.

CARTESIAN COORDINATES (ANGSTROEM)
C  1.51  0.36  -1.76
C  0.36  -1.91  -1.68
C  -0.31  0.23  -0.17
C  0.61  -0.50  -1.24
C  -0.83  1.59  -0.42
N  2.22  1.18  -2.19
O  1.45  -2.30  -1.13
O  -0.46  -2.42  -2.37
F  -0.20  2.71  0.04
F  -0.95  1.74  -1.78
H  -1.17  -0.54  -0.06
H  0.12  0.08  0.89

- DFT total energy: -596.62861 Ha
- Expectation value of S²: 2.015
- Spin multiplicity: 3
- HOMO energy (alpha / beta): -0.12805 / -0.17951 Ha
- Net charge: -1

Here are the Löwdin charges for atoms 1 to 6, given in e: -0.284 -0.705 -0.096 -0.166 -0.256 0.120



[5]
ORCA calculation (the ωB97M-V functional and the def2-TZVPD basis) on a structure of composition C19H29CrFN5O13PS2.

CARTESIAN COORDINATES (ANGSTROEM)
Cr  1.31  0.28  0.06
C  -0.15  -5.21  0.73
C  0.96  -4.40  0.11
O  0.36  -3.30  -0.59
P  1.33  -2.25  -1.36
S  2.88  -1.70  -0.30
S  0.15  -0.78  -1.97
O  1.85  -3.17  -2.61
C  0.88  -3.62  -3.55
C  1.11  -2.95  -4.89
H  0.27  -6.10  1.21
H  -0.86  -5.54  -0.04
H  -0.67  -4.63  1.48
H  1.55  -4.99  -0.59
H  1.62  -3.99  0.88
H  -0.13  -3.42  -3.19
H  0.99  -4.71  -3.62
H  0.98  -1.88  -4.78
H  0.40  -3.33  -5.63
H  2.12  -3.15  -5.24
C  1.16  3.72  2.80
C  1.22  2.31  3.40
C  1.33  2.37  4.91
O  0.01  1.62  3.10
C  2.47  1.62  2.78
O  3.55  1.86  3.31
O  2.27  0.90  1.75
H  0.24  4.22  3.14
H  1.17  3.65  1.71
H  2.03  4.30  3.11
H  0.44  2.88  5.32
H  2.23  2.90  5.21
H  1.37  1.36  5.33
H  0.18  1.03  2.34
F  -2.91  -3.05  -1.96
C  -3.05  -3.19  -0.63
C  -2.38  -2.42  0.23
N  -2.51  -2.56  1.60
C  -1.75  -1.68  2.50
C  -0.28  -1.60  2.03
O  0.51  -2.44  2.44
O  -0.10  -0.64  1.21
C  -3.35  -3.50  2.14
O  -3.54  -3.66  3.33
N  -3.99  -4.30  1.21
C  -3.93  -4.25  -0.18
O  -4.56  -5.03  -0.87
H  -1.69  -1.65  -0.11
H  -1.80  -2.13  3.49
H  -2.20  -0.69  2.52
H  -4.59  -5.01  1.60
O  2.52  3.33  -0.41
N  2.61  2.60  -1.40
O  2.80  3.08  -2.53
O  2.51  1.34  -1.29
N  0.04  1.87  -0.09
C  -0.40  2.84  -0.51
N  -0.93  3.95  -1.02
C  -0.31  5.24  -0.68
C  0.69  5.67  -1.74
O  0.09  5.65  -3.03
C  -0.29  4.32  -3.36
C  -1.39  3.86  -2.42
H  0.17  5.15  0.29
H  -1.12  5.97  -0.61
H  1.57  5.01  -1.72
H  1.01  6.70  -1.55
H  0.57  3.65  -3.29
H  -0.65  4.34  -4.39
H  -1.69  2.84  -2.62
H  -2.26  4.52  -2.52

- DFT total energy: -4275.59237 Ha
- ΔE to the lowest compared entry with this formula, charge and spin: 41.6 kJ/mol
- Expectation value of S²: 2.014
- Spin multiplicity: 3
- HOMO energy (alpha / beta): -0.07818 / -0.03268 Ha
- Net charge: -2

Here are the Löwdin charges for atoms 1 to 6, given in e: 0.279 -0.069 -0.304 -0.352 -0.089 0.430



[6]
ORCA calculation (the ωB97M-V functional and the def2-TZVPD basis) on a cluster of 2 separate species, C2H7S in total in a non-equilibrium geometry.

CARTESIAN COORDINATES (ANGSTROEM)
C  -1.90  0.09  -2.45
H  -2.19  1.14  -2.46
H  -2.07  -0.32  -1.46
H  -2.49  -0.53  -3.13
H  -0.89  -0.17  -2.76
C  2.01  -0.08  2.54
S  0.45  -0.05  1.58
H  1.92  -0.67  3.45
H  2.32  0.95  2.80
H  2.84  -0.37  1.89

- DFT total energy: -478.58612 Ha
- ΔE to the lowest compared entry with this formula, charge and spin: 60.4 kJ/mol
- HOMO energy: -0.06999 Ha
- Net charge: -1

Here are the Löwdin charges for atoms 1 to 6, given in e: -0.053 0.010 0.016 0.001 0.016 -0.782